## 1
Below is a cluster of 2 separate species, CH4O3 in total, with properties calculated with the ωB97M-V functional and the def2-TZVPD basis.

XYZ file:
```
8
Properties=species:S:1:pos:R:3
O 1.291 0.948 1.557
C 1.300 -0.226 1.302
O 0.421 -0.826 0.502
H 2.074 -0.911 1.623
H -0.037 -0.099 0.039
H -0.999 0.065 -1.909
H -2.466 0.412 -1.714
O -1.584 0.638 -1.398
```

## Properties
- SMILES = O=CO.O
- highest occupied orbital energy (hartree) = -0.39600

## 2
Below is a cluster of 2 separate species, CH4O3 in total, with properties calculated with the ωB97M-V functional and the def2-TZVPD basis.

XYZ file:
```
8
Properties=species:S:1:pos:R:3
O 1.831 -1.470 -2.572
H 1.451 -0.963 -1.819
H 2.663 -1.856 -2.217
O -0.246 0.285 0.054
O -1.627 1.754 1.305
C -0.942 0.605 1.108
H -2.131 1.727 2.164
H -0.999 -0.081 1.977
```

## Properties
- SMILES = O=CO.O
- highest occupied orbital energy (hartree) = -0.40414

The winner here is 1, beating the second structure by 67.5 kJ/mol.

## 1
Below is a cluster of 2 separate species, CH2O2 in total, with properties calculated with the ωB97M-V functional and the def2-TZVPD basis.

XYZ file:
```
5
Properties=species:S:1:pos:R:3
O 0.673 0.849 -0.694
C 0.526 -0.305 -0.694
O 0.441 -1.464 -0.647
H -6.051 3.758 7.368
H -6.226 3.047 7.534
```

## Properties
- SMILES = [H][H].O=C=O
- highest occupied orbital energy (hartree) = -0.48015

## 2
Below is an isolated molecule of CH2O2, with properties calculated with the ωB97M-V functional and the def2-TZVPD basis.

XYZ file:
```
5
Properties=species:S:1:pos:R:3
C 0.213 0.062 -0.397
H -0.457 0.077 1.297
H 1.018 -0.578 0.199
O -0.769 0.142 0.406
O -0.005 0.297 -1.505
```

## Properties
- SMILES = O=CO
- highest occupied orbital energy (hartree) = -0.40246

## 3
Below is a cluster of 2 separate species, CH2O2 in total, with properties calculated with the ωB97M-V functional and the def2-TZVPD basis.

XYZ file:
```
5
Properties=species:S:1:pos:R:3
O -1.666 -1.094 2.917
C -2.169 -0.949 1.819
O -2.415 -1.196 0.697
H 23.073 12.209 -19.773
H 22.589 11.806 -20.049
```

## Properties
- SMILES = [H][H].O=C=O
- highest occupied orbital energy (hartree) = -0.47271

## 4
Below is an isolated molecule of CH2O2, with properties calculated with the ωB97M-V functional and the def2-TZVPD basis.

XYZ file:
```
5
Properties=species:S:1:pos:R:3
C -0.591 0.045 0.014
O 0.698 0.307 0.049
O 1.920 -0.248 0.016
H -1.091 0.884 -0.211
H -0.935 -0.988 0.132
```

## Properties
- highest occupied orbital energy (alpha / beta) (hartree) = -0.35273 / -0.35172

The winner here is 1, beating the second structure by 55.9 kJ/mol.

## 1
Below is a cluster of 2 separate species, C6H15O in total, with properties calculated with the ωB97M-V functional and the def2-TZVPD basis.

XYZ file:
```
22
Properties=species:S:1:pos:R:3
C 1.743 2.344 0.554
C -1.217 0.702 -1.318
C -0.419 1.816 -0.625
C 1.055 1.461 -0.508
H 1.658 3.433 0.427
H 2.810 2.098 0.595
H 1.264 2.109 1.513
H -2.291 0.931 -1.364
H -1.064 -0.234 -0.738
H -0.890 0.640 -2.364
H -0.863 1.866 0.384
H -0.643 2.834 -1.018
H 1.115 0.429 -0.137
H 1.530 1.601 -1.478
C 0.008 -2.287 1.104
O -0.272 -0.979 0.873
C -0.983 -3.248 0.437
H 0.087 -2.564 2.179
H 1.038 -2.573 0.695
H -0.731 -4.278 0.721
H -0.938 -3.153 -0.655
H -1.997 -2.947 0.723
```

## Properties
- total charge = -1
- highest occupied orbital energy (hartree) = -0.09486

## 2
Below is a cluster of 2 separate species, C6H15O in total, with properties calculated with the ωB97M-V functional and the def2-TZVPD basis.

XYZ file:
```
22
Properties=species:S:1:pos:R:3
C -0.119 2.391 0.500
O -0.151 1.060 0.196
C -0.352 2.623 2.003
H -0.868 2.955 -0.091
H 0.874 2.859 0.251
H -0.322 3.684 2.288
H 0.412 2.061 2.544
H -1.332 2.198 2.243
C 0.686 -1.820 1.102
C -0.470 -0.782 -2.398
C 0.564 -1.261 -1.406
C -0.126 -1.919 -0.193
H 1.652 -2.326 1.030
H 0.110 -2.301 1.900
H 0.768 -0.746 1.286
H -0.055 -0.139 -3.182
H -1.195 -0.175 -1.853
H -0.997 -1.614 -2.882
H 1.128 -0.416 -1.012
H 1.265 -1.996 -1.828
H -1.065 -1.384 -0.043
H -0.407 -2.952 -0.455
```

## Properties
- total charge = -1
- highest occupied orbital energy (hartree) = -0.09113

The winner here is 2, beating the second structure by 8.5 kJ/mol.